1.
The following is a DFT calculation (ωB97M-V with the def2-TZVPD basis set) of the molecule C2H5IN4 at a distorted geometry.

Summary:
**LUMO**: -0.46 eV
**E_tot**: -595.73507 Ha
**SMILES**: C=N/N=N/N(C)I
**ΔE to the lowest compared entry with this formula, charge and spin**: 51.1 kcal/mol
**Kohn-Sham gap**: 8.06 eV

Each line ends with the Löwdin charge.
Positions of all 12 atoms, in Å:
I1 -2.66 0.68 -2.25  0.6584
N1 -1.12 -0.08 0.06  -0.0919
N2 0.06 -0.31 0.47  -0.0620
N3 0.42 -1.12 1.37  -0.0202
N4 -1.25 1.18 -0.71  -0.5654
C1 0.06 1.65 -1.12  -0.2440
C2 0.99 -2.18 1.72  0.0016
H1 0.39 2.13 -0.22  0.0643
H2 -0.18 2.41 -1.84  0.0513
H3 1.11 -3.14 1.25  0.0679
H4 1.32 -2.15 2.73  0.0511
H5 0.86 0.94 -1.45  0.0888

***

2.
The following is a DFT calculation (ωB97M-V with the def2-TZVPD basis set) of the molecule C2H5INO2P at a distorted geometry.

Summary:
**LUMO**: -0.52 eV
**E_tot**: -923.42609 Ha
**SMILES**: CN(P)C(=O)OI
**ΔE to the lowest compared entry with this formula, charge and spin**: 18.2 kcal/mol
**Kohn-Sham gap**: 8.76 eV

Each line ends with the Löwdin charge.
Positions of all 12 atoms, in Å:
I1 3.69 0.67 -0.05  0.9392
P1 -1.44 -1.43 -0.25  0.8879
O1 1.72 0.95 -0.22  -0.7344
O2 1.58 -1.49 0.03  -0.0590
N1 -0.28 -0.15 0.02  -0.3877
C1 0.98 -0.41 -0.02  -0.6695
C2 -0.88 1.21 -0.08  -0.1137
H1 -0.22 2.01 -0.64  0.1162
H2 -1.91 1.11 -0.63  0.0852
H3 -1.86 -1.58 1.15  -0.0784
H4 -0.42 -2.45 -0.28  -0.0682
H5 -0.94 1.57 0.96  0.0825

***

3.
The following is a DFT calculation (ωB97M-V with the def2-TZVPD basis set) of a cluster of 2 separate species, C2H5IO in total at a distorted geometry.

Summary:
**LUMO**: 0.35 eV
**E_tot**: -452.07062 Ha
**SMILES**: C=CO.I
**ΔE to the lowest compared entry with this formula, charge and spin**: 32.4 kcal/mol
**Kohn-Sham gap**: 9.21 eV

Each line ends with the Löwdin charge.
Positions of all 9 atoms, in Å:
I1 2.31 -3.20 -0.66  0.3718
O1 0.49 -0.04 -0.26  -0.0728
C1 -0.28 1.01 -0.30  -0.3816
C2 -1.49 1.13 0.26  -0.0315
H1 0.10 -0.92 0.16  0.1516
H2 0.23 1.98 -0.57  0.1274
H3 -1.86 2.18 0.04  0.0638
H4 -2.14 0.27 0.58  0.0647
H5 2.62 -2.40 0.75  -0.2936

***

4.
The following is a DFT calculation (ωB97M-V with the def2-TZVPD basis set) of the molecule C2H5IO at a distorted geometry.

Summary:
**LUMO**: 0.46 eV
**E_tot**: -452.09641 Ha
**SMILES**: C[C@H](O)I
**ΔE to the lowest compared entry with this formula, charge and spin**: 16.2 kcal/mol
**Kohn-Sham gap**: 9.68 eV

Each line ends with the Löwdin charge.
Positions of all 9 atoms, in Å:
I1 2.38 0.21 -0.01  0.6504
O1 0.08 -1.62 0.08  -0.1383
C1 0.24 -0.38 -0.44  -0.8134
C2 -0.60 0.71 0.10  -0.1861
H1 -0.43 0.80 1.16  0.0646
H2 -1.68 0.84 0.08  0.0862
H3 0.37 -0.61 -1.67  0.1553
H4 -0.18 1.61 -0.34  0.0517
H5 -0.19 -1.56 1.04  0.1295

***

5.
The following is a DFT calculation (ωB97M-V with the def2-TZVPD basis set) of a cluster of 2 separate species, C2H5IOS in total at a distorted geometry.

Summary:
**LUMO**: 0.40 eV
**E_tot**: -850.21794 Ha
**ΔE to the lowest compared entry with this formula, charge and spin**: 61.6 kcal/mol
**Kohn-Sham gap**: 9.14 eV

Each line ends with the Löwdin charge.
Positions of all 10 atoms, in Å:
I1 -2.56 0.45 -0.83  0.6195
S1 1.01 1.95 -0.38  0.6613
O1 2.58 0.18 -1.21  -0.1518
C1 1.88 0.48 -0.10  -0.5478
C2 -1.73 -0.95 0.56  -0.6100
H1 -0.87 -1.53 0.05  0.0242
H2 -2.49 -1.59 0.91  -0.0433
H3 0.25 1.97 0.84  -0.0786
H4 -1.19 -0.33 1.40  0.0249
H5 3.11 -0.63 -1.25  0.1017

***

6.
The following is a DFT calculation (ωB97M-V with the def2-TZVPD basis set) of the molecule C2H5IOS.

Summary:
**LUMO**: -0.47 eV
**E_tot**: -850.31057 Ha
**SMILES**: OCCSI
**ΔE to the lowest compared entry with this formula, charge and spin**: 3.5 kcal/mol
**Kohn-Sham gap**: 8.26 eV

Each line ends with the Löwdin charge.
Positions of all 10 atoms, in Å:
I1 0.16 2.59 1.85  0.4066
S1 -0.99 0.52 1.87  0.1970
O1 -0.65 -0.30 -1.78  -0.0659
C1 0.26 0.06 -0.77  -0.3514
C2 0.01 -0.46 0.66  -0.5802
H1 1.26 -0.30 -1.05  0.1173
H2 0.98 -0.61 1.14  0.0585
H3 0.28 1.16 -0.79  0.0663
H4 -0.52 -1.41 0.64  0.0648
H5 -0.77 -1.26 -1.77  0.0870

***

| no. | highest occupied orbital energy (eV) |
| --- | --- |
| 1 | -8.52 |
| 2 | -9.29 |
| 3 | -8.87 |
| 4 | -9.22 |
| 5 | -8.73 |
| 6 | -8.73 |